ORCA calculation (the ωB97M-V functional and the def2-TZVPD basis) on a molecular structure, C32H64F3N7O13S4Ta.

Last column: Mulliken charge in e.
CARTESIAN COORDINATES (ANGSTROEM)
C: -2.083 -0.516 -4.524  -0.309
C: -2.153 0.731 -5.392  0.623
C: -0.912 1.596 -5.388  -0.903
O: -0.552 2.130 -4.116  -0.357
C: 0.683 1.659 -3.642  0.119
O: 1.684 2.291 -3.845  -0.565
C: 0.588 0.368 -2.863  1.595
S: 2.057 -0.026 -1.880  -0.415
Ta: 1.556 -1.849 -0.226  0.812
C: -0.451 -2.355 -1.206  0.211
C: -0.478 -3.709 -1.962  -1.307
C: 0.014 -3.484 -3.417  0.799
C: 1.166 -4.421 -3.867  -1.103
S: 2.609 -3.454 -4.490  -0.124
C: 2.005 -3.009 -6.075  0.233
N: 2.457 -3.261 -7.247  -0.353
N: 1.559 -2.684 -8.113  -0.485
C: 0.648 -2.126 -7.450  -0.079
O: 0.876 -2.283 -6.115  0.005
C: 3.614 -1.666 0.783  -1.336
C: 4.689 -0.819 0.093  0.120
O: 5.978 -1.347 0.487  -0.670
C: 4.678 0.675 0.553  1.188
F: 4.450 1.533 -0.444  -0.275
F: 5.878 1.030 1.057  -0.357
F: 3.804 0.927 1.526  -0.304
S: 0.471 -0.025 1.329  0.625
C: 0.657 1.673 0.763  -0.909
O: -0.974 -0.303 1.248  -0.587
O: 0.995 -0.111 2.699  -0.648
O: -3.328 1.502 -5.047  -0.383
C: -4.484 0.951 -5.496  0.657
O: -4.847 1.062 -6.646  -0.570
C: -5.375 0.197 -4.514  -0.486
S: -5.711 -1.512 -5.080  -0.170
H: -2.940 -1.169 -4.645  -0.133
H: -1.210 -1.091 -4.840  -0.218
H: -1.932 -0.260 -3.479  0.247
H: -2.290 0.388 -6.425  0.341
H: -0.067 1.089 -5.859  0.398
H: -1.137 2.446 -6.037  0.448
H: -0.270 0.438 -2.200  0.311
H: 0.452 -0.422 -3.598  -1.204
H: 1.138 -3.001 1.123  -0.221
H: 2.296 -3.179 -1.263  -0.294
H: -1.132 -2.479 -0.364  -0.320
H: -0.880 -1.560 -1.823  -0.128
H: 0.151 -4.449 -1.487  0.486
H: -1.523 -4.030 -2.017  0.130
H: -0.788 -3.548 -4.155  0.585
H: 0.399 -2.468 -3.471  -0.576
H: 0.844 -5.005 -4.726  0.469
H: 1.489 -5.063 -3.056  0.485
H: -0.209 -1.585 -7.798  0.506
H: 3.415 -1.360 1.815  0.558
H: 4.030 -2.675 0.839  0.577
H: 4.701 -0.905 -0.988  0.229
H: 5.842 -1.632 1.394  0.385
H: 1.659 1.909 0.414  0.241
H: -0.031 1.931 -0.038  0.329
H: 0.431 2.330 1.603  0.280
H: -6.353 0.660 -4.445  0.334
H: -4.938 0.146 -3.521  0.233
H: -4.907 -2.230 -4.273  0.137
C: -0.696 5.988 2.615  -1.494
C: -1.445 4.820 2.013  0.914
O: -1.178 4.385 0.903  -0.615
N: -2.436 4.259 2.747  0.040
C: -2.898 4.633 4.065  -0.948
H: 0.059 6.321 1.909  0.325
H: -1.378 6.817 2.814  0.390
H: -0.200 5.688 3.539  0.351
H: -2.891 3.480 2.287  0.239
H: -2.785 3.784 4.741  0.277
H: -3.956 4.898 4.013  0.251
H: -2.339 5.477 4.459  0.376
C: 10.554 3.618 3.293  -1.187
C: 9.274 4.013 3.992  0.735
O: 9.273 4.466 5.128  -0.664
N: 8.115 3.846 3.311  -0.118
C: 7.924 3.327 1.964  -0.757
H: 11.389 3.809 3.960  0.291
H: 10.541 2.557 3.044  0.340
H: 10.691 4.207 2.386  0.330
H: 7.300 4.127 3.833  0.205
H: 7.432 4.089 1.358  0.251
H: 7.283 2.451 2.009  0.321
H: 8.868 3.058 1.503  0.295
C: -2.197 -3.813 1.929  -0.434
C: -1.236 -4.885 1.485  0.599
O: -0.291 -4.623 0.762  -0.493
N: -1.448 -6.161 1.925  -0.208
C: -2.507 -6.642 2.789  -0.942
H: -1.891 -2.863 1.497  -0.255
H: -3.210 -4.042 1.588  0.344
H: -2.180 -3.718 3.014  0.178
H: -0.765 -6.820 1.590  0.265
H: -2.070 -7.085 3.686  0.282
H: -3.081 -7.410 2.265  0.300
H: -3.172 -5.837 3.082  0.349
C: -1.273 -0.900 5.287  -0.910
C: -1.089 -2.329 5.734  0.763
O: -1.861 -3.217 5.398  -0.707
N: -0.022 -2.611 6.526  -0.168
C: 0.995 -1.700 7.015  -0.826
H: -2.159 -0.839 4.663  0.276
H: -1.406 -0.246 6.151  0.398
H: -0.413 -0.570 4.699  0.080
H: 0.042 -3.582 6.784  0.236
H: 1.974 -2.030 6.665  0.268
H: 0.993 -1.709 8.107  0.292
H: 0.818 -0.688 6.667  0.324
C: -6.889 3.690 1.417  -1.396
C: -5.663 3.013 0.851  0.808
O: -4.674 2.787 1.526  -0.621
N: -5.686 2.653 -0.457  -0.100
C: -6.754 2.830 -1.422  -0.826
H: -6.712 3.912 2.465  0.261
H: -7.085 4.625 0.891  0.392
H: -7.757 3.034 1.341  0.381
H: -4.834 2.208 -0.764  0.155
H: -7.057 1.854 -1.808  0.244
H: -6.390 3.436 -2.254  0.272
H: -7.614 3.318 -0.977  0.360

Output
- orbital gap (eV) = 7.12
- total charge = -1
- HOMO energy (eV) = -5.36

***

ORCA calculation (the ωB97M-V functional and the def2-TZVPD basis) on a molecular structure, C32H64GeN3O3SSi2TeTi.

Last column: Mulliken spin population.
CARTESIAN COORDINATES (ANGSTROEM)
Ti: 0.139 0.727 -0.947  0.948
C: 0.331 3.978 1.841  0.001
C: 1.078 3.247 0.739  0.001
C: 2.531 3.037 1.144  0.009
C: 0.969 3.997 -0.582  0.017
O: 0.472 1.910 0.533  -0.093
Ge: -1.694 1.774 1.189  0.001
O: -1.774 1.822 -0.672  0.097
C: -2.972 2.283 -1.397  0.005
C: -4.109 2.466 -0.398  0.001
C: -3.300 1.214 -2.427  0.006
C: -2.659 3.621 -2.045  -0.001
O: 0.157 0.111 2.919  0.019
C: 0.272 0.460 4.347  0.001
C: 1.591 1.156 4.630  0.001
C: 0.113 -0.810 5.163  0.000
C: -0.876 1.424 4.596  0.000
H: 0.869 4.894 2.084  0.000
H: -0.678 4.278 1.542  0.000
H: 0.277 3.373 2.747  0.000
H: 3.066 3.981 1.034  0.000
H: 2.620 2.710 2.181  0.000
H: 3.026 2.298 0.511  -0.004
H: 1.346 5.012 -0.463  0.000
H: 1.566 3.515 -1.361  -0.010
H: -0.067 4.057 -0.914  0.001
H: -4.275 1.568 0.202  -0.001
H: -3.921 3.310 0.270  0.001
H: -5.040 2.677 -0.921  0.000
H: -3.696 0.311 -1.959  0.000
H: -4.058 1.574 -3.121  -0.001
H: -2.415 0.955 -3.016  0.000
H: -2.384 4.360 -1.293  0.000
H: -1.854 3.536 -2.767  0.001
H: -3.539 3.992 -2.570  0.001
H: 2.446 0.483 4.557  -0.001
H: 1.746 1.999 3.955  0.000
H: 1.570 1.543 5.649  0.000
H: 0.801 -1.587 4.832  0.000
H: -0.905 -1.193 5.098  0.000
H: 0.323 -0.608 6.214  0.000
H: -0.712 2.381 4.101  0.000
H: -1.825 1.012 4.259  0.000
H: -0.969 1.615 5.665  0.000
C: 1.336 -3.781 -3.420  -0.001
Si: 0.386 -2.708 -2.224  0.001
C: -1.446 -2.698 -2.752  0.001
C: 0.491 -3.591 -0.568  0.001
C: 0.977 -0.910 -2.131  0.149
C: 0.447 -0.076 -3.216  -0.165
C: 0.039 -0.443 -4.521  -0.009
C: -0.275 0.528 -5.437  0.010
C: -0.225 1.886 -5.082  -0.006
C: 0.082 2.200 -3.787  0.022
N: 0.365 1.241 -2.877  0.050
Si: 2.873 -0.693 -2.258  -0.015
C: 3.505 -1.327 -3.901  -0.001
C: 3.324 1.131 -2.186  0.055
C: 3.776 -1.582 -0.880  0.001
H: 0.845 -4.754 -3.469  0.000
H: 2.357 -3.955 -3.086  0.000
H: 1.384 -3.385 -4.432  0.000
H: -1.575 -3.275 -3.667  0.000
H: -1.867 -1.711 -2.961  0.000
H: -2.076 -3.183 -2.005  0.000
H: -0.218 -4.420 -0.551  0.000
H: 0.318 -2.971 0.316  -0.003
H: 1.480 -4.026 -0.435  0.000
H: 0.052 -1.485 -4.806  0.001
H: -0.534 0.249 -6.449  0.000
H: -0.420 2.665 -5.802  0.000
H: 0.139 3.221 -3.432  0.004
H: 2.814 -1.133 -4.720  0.000
H: 3.730 -2.389 -3.901  0.000
H: 4.430 -0.797 -4.133  0.000
H: 3.208 1.601 -3.162  0.000
H: 4.376 1.210 -1.904  0.000
H: 2.767 1.743 -1.472  -0.042
H: 3.396 -2.580 -0.671  0.000
H: 3.807 -1.027 0.062  0.001
H: 4.818 -1.691 -1.182  0.000
C: -2.490 -2.727 1.775  0.000
C: -3.046 -1.339 1.460  0.002
C: -3.642 -0.709 2.710  0.000
C: -4.079 -1.427 0.346  0.000
N: -1.874 -0.465 1.040  -0.068
N: -1.319 -0.814 -0.228  -0.016
H: -3.280 -3.355 2.182  0.000
H: -1.690 -2.676 2.517  0.000
H: -2.111 -3.232 0.886  -0.001
H: -4.563 -1.225 2.974  0.000
H: -3.890 0.345 2.563  0.000
H: -2.966 -0.794 3.557  0.000
H: -4.882 -2.080 0.684  0.000
H: -3.680 -1.875 -0.565  0.000
H: -4.527 -0.465 0.103  0.000
H: -1.126 -0.630 1.743  -0.007
H: -2.038 -0.717 -0.949  0.024
H: -1.023 -1.791 -0.251  0.001
Te: 1.694 -0.411 1.771  0.006
C: 2.475 -2.075 2.702  0.002
C: 3.712 -2.022 3.306  0.003
C: 4.142 -3.278 3.793  0.000
C: 3.224 -4.259 3.561  0.000
S: 1.858 -3.674 2.733  0.000
H: 4.285 -1.112 3.403  0.000
H: 5.078 -3.445 4.300  0.000
H: 3.285 -5.296 3.839  0.000

Output
- orbital gap (alpha / beta) (eV) = 7.78 / 8.12
- total charge = +2
- HOMO energy (alpha / beta) (eV) = -13.19 / -13.35
- multiplicity = 2